Entry 1:
The following is a DFT calculation (ωB97M-V/def2-TZVPD) of BeCl5 as an isolated structure at a distorted geometry.

```
! wB97M-V def2-TZVPD RIJCOSX def2/J DEFGRID3
* xyz -3 1
Be -6.1023 -21.3295 -15.8266
Cl -6.2226 -23.8519 -14.5270
Cl -7.0458 -19.2901 -17.6645
Cl -4.6395 -22.4521 -17.9055
Cl -8.3431 -20.4737 -14.2177
Cl -4.2628 -20.1879 -14.0304
*
```

The LUMO energy comes out at 8.37 eV. The value obtained for the calculated total energy is -63013.99832 eV. As for the HOMO-LUMO gap: 7.325 eV. The value obtained for the highest occupied orbital energy is 1.044 eV. The max |F| comes out at 1.2 eV Å⁻¹. For the energy relative to the best compared isomer or geometry (same formula, charge and spin), the calculation gives 169.44 kJ/mol.


Entry 2:
The following is a DFT calculation (ωB97M-V/def2-TZVPD) of BeH14O11STl2 as an isolated structure at a distorted geometry.

```
! wB97M-V def2-TZVPD RIJCOSX def2/J DEFGRID3
* xyz 6 1
Be 10.2113 -3.8157 12.6195
Tl 9.7782 -2.9084 7.2231
Tl 6.9669 -9.2862 10.2413
S 9.5209 -5.9982 9.7479
O 8.7783 -7.2311 9.4597
O 9.2078 -5.5940 11.1292
O 10.9361 -6.1313 9.4670
O 8.9921 -4.9203 8.9326
O 6.2249 -6.8651 8.6991
H 5.8706 -6.2235 8.0834
H 7.0746 -6.5071 8.9562
O 12.0789 -4.9139 7.4133
H 11.7174 -5.4825 8.0932
H 12.8668 -5.3680 7.1146
O 6.4899 -3.2709 9.9827
H 7.3066 -2.9619 10.3750
H 6.7019 -4.1390 9.6397
O 12.0833 -4.3709 11.1020
H 13.0273 -4.2159 11.0704
H 11.9283 -5.0444 10.4397
O 12.9820 -7.2445 10.7200
H 13.4669 -7.5066 9.9374
H 12.1714 -6.8626 10.3834
O 10.6705 -7.8060 7.0570
H 10.2315 -7.6472 7.8926
H 11.3817 -8.4100 7.2705
O 7.3181 -6.8365 11.9496
H 8.0775 -6.3966 11.5673
H 6.8316 -6.1383 12.3877
*
```

The LUMO energy comes out at -27.59 eV. The value obtained for the calculated total energy is -43265.39068 eV. As for the HOMO-LUMO gap: 2.922 eV. The value obtained for the highest occupied orbital energy is -30.508 eV. The max |F| comes out at 3.5 eV Å⁻¹.


Entry 3:
The following is a DFT calculation (ωB97M-V/def2-TZVPD) of BiFHO2S as an isolated structure at a distorted geometry.

```
! wB97M-V def2-TZVPD RIJCOSX def2/J DEFGRID3
* xyz 1 1
S -1.1944 -0.0847 0.5137
F 2.6108 -0.7866 -1.4557
O -0.8319 0.6317 1.8318
Bi 1.0922 -0.3918 -0.5341
O -1.7176 1.0825 -0.6034
H -1.7272 0.7284 -1.5010
*
```

The LUMO energy (spin up / spin down) comes out at -8.05 / -8.24 eV. The value obtained for the calculated total energy is -23491.27654 eV. As for the HOMO-LUMO gap (spin up / spin down): 6.446 / 5.919 eV. The value obtained for the highest occupied orbital energy (spin up / spin down) is -14.494 / -14.163 eV. The max |F| comes out at 6.6 eV Å⁻¹. For the energy relative to the best compared isomer or geometry (same formula, charge and spin), the calculation gives 31.46 kJ/mol.


Entry 4:
The following is a DFT calculation (ωB97M-V/def2-TZVPD) of a 2-piece molecular cluster, Br2ClHNP overall at a distorted geometry.

```
! wB97M-V def2-TZVPD RIJCOSX def2/J DEFGRID3
* xyz 0 1
N 0.2094 -1.2226 0.0074
P 0.6759 -0.0001 -0.7708
Cl -0.5771 1.0597 2.7396
Br -0.5648 1.9899 -0.1140
Br -0.0619 -0.4895 -2.8464
H 0.3185 -1.3374 0.9841
*
```

The LUMO energy (spin up / spin down) comes out at -3.47 / -3.47 eV. The value obtained for the calculated total energy is -163400.70372 eV. As for the HOMO-LUMO gap (spin up / spin down): 7.174 / 6.481 eV. The value obtained for the highest occupied orbital energy (spin up / spin down) is -10.644 / -9.951 eV. The max |F| comes out at 1.8 eV Å⁻¹. For the energy relative to the best compared isomer or geometry (same formula, charge and spin), the calculation gives 216.71 kJ/mol.


Entry 5:
The following is a DFT calculation (ωB97M-V/def2-TZVPD) of one molecule with the formula Br2ClOPS2 at a distorted geometry.

```
! wB97M-V def2-TZVPD RIJCOSX def2/J DEFGRID3
* xyz 0 1
O 1.7649 -0.1708 1.1925
P 0.6895 -0.1306 0.1435
S -1.2106 0.9799 1.1829
S -0.1300 -2.0880 0.0262
Cl -1.3415 1.5004 -2.5886
Br -2.7460 1.0393 -0.3613
Br -1.2981 -2.0222 -1.7884
*
```

The LUMO energy (spin up / spin down) comes out at -3.64 / -3.07 eV. The value obtained for the calculated total energy is -185612.29771 eV. As for the HOMO-LUMO gap (spin up / spin down): 5.940 / 6.533 eV. The value obtained for the highest occupied orbital energy (spin up / spin down) is -9.582 / -9.600 eV. The max |F| comes out at 1.8 eV Å⁻¹. For the energy relative to the best compared isomer or geometry (same formula, charge and spin), the calculation gives 352.25 kJ/mol.


Entry 6:
The following is a DFT calculation (ωB97M-V/def2-TZVPD) of Br2ClOPS2 as an isolated structure at a distorted geometry.

```
! wB97M-V def2-TZVPD RIJCOSX def2/J DEFGRID3
* xyz 0 1
O 0.3053 0.8739 1.8469
P -0.2776 0.1245 0.7432
S 0.9346 -1.4793 0.0098
S -1.2034 1.5401 -1.0330
Cl -1.7209 -1.0720 1.2787
Br 2.5527 -0.1885 -0.2577
Br -0.5908 0.2013 -2.5878
*
```

The LUMO energy comes out at -1.52 eV. The value obtained for the calculated total energy is -185615.20207 eV. As for the HOMO-LUMO gap: 8.116 eV. The value obtained for the highest occupied orbital energy is -9.631 eV. The max |F| comes out at 2.9 eV Å⁻¹. For the energy relative to the best compared isomer or geometry (same formula, charge and spin), the calculation gives 72.02 kJ/mol.